Here is a cluster of 10 separate species, C42H110N6O15 in total from OMol25. Energies are from ωB97M-V/def2-TZVPD.

Computed properties:
Lowest unoccupied orbital energy   0.24 eV
Energy above the lowest of the compared OMol25 structures with the same formula, charge and spin   159.8 kcal/mol
SMILES string   COC[C@H](C)N.COCCNCCOC.COCCNCCOC.COCCNCCOC.COCCNCCOC.COCCNCCOC.CCO.CCO.CCO.CCO
Max |F|   0.080 Eh/bohr
DFT total energy   -84976.1295 eV
Orbital gap   8.800 eV
2S+1   1

Each atom is followed by the atoms it is bonded to, with distances in Å.
CARTESIAN COORDINATES (ANGSTROEM)
1 C -5.602 -5.553 -6.874  C2 1.493, H7 1.090, H8 1.090, H9 1.090
2 C -5.761 -5.396 -5.398  C1 1.493, C3 1.613, N6 1.388, H10 1.090
3 C -4.991 -4.041 -4.980  C2 1.613, O4 1.470, H11 1.090, H12 1.090
4 O -5.218 -3.735 -3.560  C3 1.470, C5 1.384
5 C -4.105 -3.095 -3.043  O4 1.384, H13 1.090, H14 1.090, H15 1.090
6 N -7.140 -5.414 -5.234  C2 1.388, H16 1.010, H17 1.010
7 H -5.847 -6.609 -6.985  C1 1.090
8 H -4.541 -5.413 -7.080  C1 1.090
9 H -6.240 -4.875 -7.441  C1 1.090
10 H -5.267 -6.165 -4.803  C2 1.090
11 H -5.446 -3.204 -5.510  C3 1.090
12 H -3.998 -3.968 -5.422  C3 1.090
13 H -3.221 -3.706 -2.860  C5 1.090
14 H -4.527 -2.689 -2.124  C5 1.090
15 H -3.852 -2.135 -3.493  C5 1.090
16 H -7.470 -6.363 -5.137  N6 1.010
17 H -7.083 -4.934 -4.347  N6 1.010
18 C 1.410 -4.535 1.169  C19 1.527, H21 1.090, H22 1.090, H23 1.090
19 C 0.820 -5.246 2.385  C18 1.527, O20 1.436, H24 1.090, H25 1.090
20 O 1.737 -4.997 3.462  C19 1.436, H26 0.960
21 H 2.360 -4.998 0.904  C18 1.090
22 H 1.431 -3.448 1.085  C18 1.090
23 H 0.679 -4.735 0.386  C18 1.090
24 H 0.853 -6.331 2.292  C19 1.090
25 H -0.230 -5.066 2.618  C19 1.090
26 H 2.136 -5.798 3.808  O20 0.960
27 C -1.049 2.250 5.370  C28 1.436, H30 1.090, H31 1.090, H32 1.090
28 C -2.252 2.934 4.988  C27 1.436, O29 1.424, H33 1.090, H34 1.090
29 O -2.220 3.200 3.588  C28 1.424, H35 0.960
30 H -0.118 2.796 5.220  C27 1.090
31 H -0.968 1.329 4.791  C27 1.090
32 H -1.255 2.038 6.419  C27 1.090
33 H -2.325 3.823 5.614  C28 1.090
34 H -3.218 2.476 5.205  C28 1.090
35 H -3.000 2.735 3.278  O29 0.960
36 C -6.830 0.754 1.837  C37 1.578, H39 1.090, H40 1.090, H41 1.090
37 C -6.090 2.140 1.685  C36 1.578, O38 1.416, H42 1.090, H43 1.090
38 O -4.892 2.049 2.435  C37 1.416, H44 0.960
39 H -6.348 -0.111 1.381  C36 1.090
40 H -7.784 0.781 1.310  C36 1.090
41 H -6.811 0.394 2.866  C36 1.090
42 H -6.644 3.022 2.006  C37 1.090
43 H -5.784 2.346 0.659  C37 1.090
44 H -4.211 1.823 1.797  O38 0.960
45 C -4.121 7.934 -0.260  C46 1.532, H48 1.090, H49 1.090, H50 1.090
46 C -4.672 6.527 -0.008  C45 1.532, O47 1.392, H51 1.090, H52 1.090
47 O -5.970 6.707 0.462  C46 1.392, H53 0.960
48 H -3.102 7.935 -0.648  C45 1.090
49 H -3.990 8.502 0.661  C45 1.090
50 H -4.634 8.472 -1.058  C45 1.090
51 H -4.158 6.000 0.796  C46 1.090
52 H -4.660 6.042 -0.984  C46 1.090
53 H -6.410 5.873 0.284  O47 0.960
54 C -6.431 -6.712 -1.783  O55 1.488, H63 1.090, H64 1.090, H65 1.090
55 O -5.642 -7.803 -2.416  C54 1.488, C56 1.449
56 C -4.211 -7.583 -2.359  O55 1.449, C57 1.569, H66 1.090, H67 1.090
57 C -3.606 -8.442 -3.524  C56 1.569, N58 1.463, H68 1.090, H69 1.090
58 N -2.299 -8.050 -4.055  C57 1.463, C59 1.507, H70 1.010
59 C -2.480 -6.898 -5.009  N58 1.507, C60 1.488, H71 1.090, H72 1.090
60 C -1.219 -6.217 -5.408  C59 1.488, O61 1.449, H73 1.090, H74 1.090
61 O -0.936 -5.172 -4.445  C60 1.449, C62 1.429
62 C -0.033 -4.236 -5.036  O61 1.429, H75 1.090, H76 1.090, H77 1.090
63 H -6.196 -6.626 -0.722  C54 1.090
64 H -7.496 -6.909 -1.905  C54 1.090
65 H -6.261 -5.695 -2.137  C54 1.090
66 H -3.789 -7.853 -1.391  C56 1.090
67 H -3.990 -6.545 -2.608  C56 1.090
68 H -4.299 -8.314 -4.355  C57 1.090
69 H -3.694 -9.508 -3.316  C57 1.090
70 H -1.839 -7.772 -3.200  N58 1.010
71 H -3.087 -6.123 -4.540  C59 1.090
72 H -3.151 -7.256 -5.790  C59 1.090
73 H -1.358 -5.776 -6.395  C60 1.090
74 H -0.489 -7.009 -5.572  C60 1.090
75 H 0.891 -4.689 -5.394  C62 1.090
76 H 0.309 -3.446 -4.367  C62 1.090
77 H -0.460 -3.779 -5.929  C62 1.090
78 C 11.579 6.712 -0.566  O79 1.413, H87 1.090, H88 1.090, H89 1.090
79 O 10.332 6.251 -1.044  C78 1.413, C80 1.466
80 C 9.553 5.765 0.099  O79 1.466, C81 1.574, H90 1.090, H91 1.090
81 C 8.073 5.613 -0.416  C80 1.574, N82 1.413, H92 1.090, H93 1.090
82 N 7.110 5.186 0.525  C81 1.413, C83 1.464, H94 1.010
83 C 5.979 4.442 -0.032  N82 1.464, C84 1.526, H95 1.090, H96 1.090
84 C 5.066 5.299 -0.904  C83 1.526, O85 1.435, H97 1.090, H98 1.090
85 O 3.967 5.704 -0.075  C84 1.435, C86 1.440
86 C 3.113 6.658 -0.734  O85 1.440, H99 1.090, H100 1.090, H101 1.090
87 H 11.632 7.165 0.424  C78 1.090
88 H 12.003 7.440 -1.258  C78 1.090
89 H 12.276 5.875 -0.544  C78 1.090
90 H 9.544 6.404 0.982  C80 1.090
91 H 10.026 4.851 0.457  C80 1.090
92 H 8.008 4.968 -1.292  C81 1.090
93 H 7.833 6.592 -0.832  C81 1.090
94 H 6.730 6.086 0.783  N82 1.010
95 H 5.364 4.151 0.820  C83 1.090
96 H 6.281 3.491 -0.470  C83 1.090
97 H 4.598 4.864 -1.787  C84 1.090
98 H 5.603 6.137 -1.349  C84 1.090
99 H 2.296 6.871 -0.044  C86 1.090
100 H 2.695 6.337 -1.688  C86 1.090
101 H 3.708 7.564 -0.853  C86 1.090
102 C 1.209 3.393 -1.155  O103 1.377, H111 1.090, H112 1.090, H113 1.090
103 O 2.415 2.784 -1.418  C102 1.377, C104 1.429
104 C 2.542 1.651 -0.556  O103 1.429, C105 1.536, H114 1.090, H115 1.090
105 C 3.829 0.853 -0.814  C104 1.536, N106 1.462, H116 1.090, H117 1.090
106 N 3.924 -0.301 0.079  C105 1.462, C107 1.491, H118 1.010
107 C 5.189 -1.069 -0.105  N106 1.491, C108 1.580, H119 1.090, H120 1.090
108 C 6.334 -0.268 0.632  C107 1.580, O109 1.472, H121 1.090, H122 1.090
109 O 6.982 0.806 -0.138  C108 1.472, C110 1.435
110 C 8.393 0.951 0.082  O109 1.435, H123 1.090, H124 1.090, H125 1.090
111 H 0.467 2.715 -1.578  C102 1.090
112 H 1.084 4.295 -1.753  C102 1.090
113 H 0.992 3.573 -0.102  C102 1.090
114 H 1.776 0.952 -0.894  C104 1.090
115 H 2.319 1.893 0.483  C104 1.090
116 H 4.653 1.556 -0.693  C105 1.090
117 H 3.771 0.357 -1.783  C105 1.090
118 H 3.936 -0.034 1.052  N106 1.010
119 H 5.454 -1.155 -1.159  C107 1.090
120 H 5.071 -2.020 0.415  C107 1.090
121 H 7.020 -1.076 0.887  C108 1.090
122 H 6.077 0.259 1.551  C108 1.090
123 H 8.706 1.052 1.121  C110 1.090
124 H 8.558 1.843 -0.523  C110 1.090
125 H 8.967 0.135 -0.358  C110 1.090
126 C -0.224 -0.922 7.355  O127 1.402, H135 1.090, H136 1.090, H137 1.090
127 O 0.001 -2.306 7.357  C126 1.402, C128 1.451
128 C 0.592 -2.894 6.170  O127 1.451, C129 1.544, H138 1.090, H139 1.090
129 C -0.103 -2.643 4.814  C128 1.544, N130 1.478, H140 1.090, H141 1.090
130 N 0.202 -1.357 4.153  C129 1.478, C131 1.499, H142 1.010
131 C 1.596 -1.214 3.620  N130 1.499, C132 1.566, H143 1.090, H144 1.090
132 C 1.841 0.304 3.321  C131 1.566, O133 1.394, H145 1.090, H146 1.090
133 O 3.091 0.809 2.968  C132 1.394, C134 1.429
134 C 3.147 2.232 3.087  O133 1.429, H147 1.090, H148 1.090, H149 1.090
135 H -1.020 -0.623 6.672  C126 1.090
136 H 0.716 -0.392 7.199  C126 1.090
137 H -0.606 -0.624 8.331  C126 1.090
138 H 0.517 -3.966 6.350  C128 1.090
139 H 1.630 -2.562 6.157  C128 1.090
140 H -1.176 -2.554 4.983  C129 1.090
141 H -0.010 -3.403 4.038  C129 1.090
142 H -0.261 -1.597 3.288  N130 1.010
143 H 1.735 -1.810 2.718  C131 1.090
144 H 2.305 -1.623 4.340  C131 1.090
145 H 1.508 0.938 4.143  C132 1.090
146 H 1.141 0.624 2.550  C132 1.090
147 H 4.090 2.713 2.828  C134 1.090
148 H 3.142 2.533 4.135  C134 1.090
149 H 2.390 2.719 2.474  C134 1.090
150 C -1.323 5.507 0.771  O151 1.405, H159 1.090, H160 1.090, H161 1.090
151 O -1.747 4.670 -0.275  C150 1.405, C152 1.470
152 C -2.728 3.669 0.168  O151 1.470, C153 1.609, H162 1.090, H163 1.090
153 C -2.100 2.191 0.264  C152 1.609, N154 1.476, H164 1.090, H165 1.090
154 N -3.149 1.183 0.510  C153 1.476, C155 1.486, H166 1.010
155 C -2.644 -0.106 1.052  N154 1.486, C156 1.553, H167 1.090, H168 1.090
156 C -1.538 -0.706 0.143  C155 1.553, O157 1.408, H169 1.090, H170 1.090
157 O -1.995 -1.186 -1.100  C156 1.408, C158 1.492
158 C -1.013 -2.156 -1.665  O157 1.492, H171 1.090, H172 1.090, H173 1.090
159 H -0.278 5.776 0.618  C150 1.090
160 H -1.448 5.316 1.837  C150 1.090
161 H -1.883 6.398 0.489  C150 1.090
162 H -3.477 3.607 -0.622  C152 1.090
163 H -3.063 3.984 1.156  C152 1.090
164 H -1.486 2.230 1.164  C153 1.090
165 H -1.429 1.972 -0.567  C153 1.090
166 H -3.586 1.036 -0.388  N154 1.010
167 H -3.613 -0.607 1.059  C155 1.090
168 H -2.206 -0.004 2.044  C155 1.090
169 H -1.050 -1.566 0.603  C156 1.090
170 H -0.778 0.022 -0.141  C156 1.090
171 H -0.062 -1.634 -1.773  C158 1.090
172 H -1.361 -2.402 -2.668  C158 1.090
173 H -0.935 -3.054 -1.053  C158 1.090